# 1
{"formula": "C15H37N2O8", "method": "ωB97M-V/def2-TZVPD", "elements": ["O", "H", "H", "H", "C", "O", "C", "C", "N", "C", "C", "O", "C", "H", "H", "H", "H", "H", "H", "H", "H", "H", "H", "H", "H", "H", "H", "H", "C", "O", "C", "C", "N", "C", "C", "O", "C", "H", "H", "H", "H", "H", "H", "H", "H", "H", "H", "H", "H", "H", "H", "H", "C", "C", "O", "C", "O", "O", "H", "H", "H", "H"], "positions_angstrom": [[-27.927, 14.038, 6.210], [-27.164, 13.789, 5.643], [-28.307, 14.850, 5.755], [-28.592, 13.270, 6.216], [-25.377, 14.125, 3.536], [-26.640, 14.615, 4.001], [-27.129, 15.650, 3.179], [-28.651, 15.664, 3.069], [-29.386, 15.478, 4.334], [-29.331, 16.730, 5.114], [-30.255, 16.761, 6.318], [-29.739, 15.868, 7.275], [-30.459, 15.944, 8.485], [-25.081, 13.338, 4.226], [-24.695, 14.954, 3.386], [-25.575, 13.557, 2.619], [-26.757, 15.558, 2.154], [-26.832, 16.636, 3.562], [-29.004, 14.962, 2.305], [-28.915, 16.609, 2.561], [-30.337, 15.308, 4.024], [-29.569, 17.587, 4.470], [-28.347, 16.936, 5.548], [-31.308, 16.488, 6.159], [-30.274, 17.807, 6.659], [-30.063, 15.265, 9.240], [-31.520, 15.709, 8.372], [-30.301, 16.949, 8.893], [-33.124, 10.788, 7.348], [-32.095, 11.693, 7.720], [-31.969, 12.804, 6.854], [-31.137, 12.447, 5.648], [-29.771, 12.014, 6.027], [-29.140, 11.330, 4.889], [-27.828, 10.677, 5.260], [-26.901, 11.688, 5.633], [-25.663, 11.158, 6.092], [-33.046, 10.507, 6.295], [-34.093, 11.271, 7.526], [-33.100, 9.904, 7.979], [-31.540, 13.632, 7.421], [-32.965, 13.143, 6.536], [-31.134, 13.281, 4.940], [-31.573, 11.628, 5.057], [-29.976, 11.356, 6.781], [-28.935, 12.025, 4.071], [-29.827, 10.561, 4.511], [-27.393, 10.107, 4.426], [-27.922, 9.948, 6.078], [-25.843, 10.299, 6.743], [-25.108, 11.930, 6.618], [-25.074, 10.812, 5.233], [-25.102, 17.589, 7.815], [-24.716, 17.409, 9.284], [-25.015, 16.032, 9.524], [-25.621, 15.470, 8.480], [-25.968, 14.348, 8.392], [-25.848, 16.398, 7.500], [-24.246, 17.613, 7.139], [-25.736, 18.448, 7.611], [-25.353, 17.991, 9.948], [-23.667, 17.637, 9.442]], "forces_ev_per_angstrom": [[0.43, 0.88, -0.07], [-0.20, -0.14, 0.11], [-0.33, -1.22, 0.30], [-0.63, -0.23, 0.12], [-1.17, -0.84, -0.21], [0.19, -0.06, -0.18], [-0.72, 0.58, -0.07], [-0.09, -0.17, -0.79], [0.73, 0.76, -0.49], [-1.02, 0.46, 0.02], [-0.15, -0.02, -0.08], [0.05, -0.28, 0.13], [0.34, 0.41, 0.66], [0.47, 0.48, 0.35], [0.42, -0.18, 0.11], [0.31, 0.43, -0.31], [0.17, 0.00, 0.08], [0.37, -0.19, 0.07], [0.17, -0.55, 0.56], [0.12, 0.19, 0.45], [-0.16, 0.02, 0.56], [0.00, 0.03, 0.04], [0.21, -0.37, -0.35], [0.05, 0.04, -0.59], [0.12, -0.14, 0.33], [0.27, -0.25, -0.38], [-0.06, 0.23, -0.18], [-0.48, 0.03, 0.07], [-0.45, 0.57, -0.01], [0.38, -0.20, 0.31], [-0.61, -0.23, 0.01], [0.28, 0.03, -0.74], [-0.29, 0.71, -0.29], [0.04, -0.71, 0.16], [0.69, -0.16, 0.09], [-0.03, 0.10, 0.23], [-0.08, -0.36, -0.47], [-0.05, -0.13, 0.04], [0.00, -0.08, -0.21], [0.37, 0.00, 0.03], [0.27, -0.19, 0.02], [0.06, -0.05, -0.11], [0.38, 0.14, 0.21], [-0.37, 0.03, 0.30], [0.60, -0.04, 0.03], [-0.23, 0.23, 0.14], [0.18, -0.03, -0.17], [-0.35, 0.10, -0.17], [-0.23, 0.20, 0.08], [0.10, 0.12, 0.16], [-0.16, 0.09, 0.09], [0.02, -0.02, 0.09], [-0.17, -0.21, -0.52], [-0.62, 0.22, -0.37], [0.69, -0.14, 0.42], [-0.35, 1.03, -0.60], [-0.08, -0.99, 0.09], [0.30, 0.07, 0.33], [0.10, 0.09, 0.14], [0.01, 0.04, 0.14], [0.17, 0.10, 0.04], [0.02, -0.24, 0.26]], "homo_energy_ev": -12.439, "charge": 1, "relative_energy_kj_mol": 0.0, "orbital_gap_ha": 0.392}

# 2
{"formula": "C15H37N7O15S", "method": "ωB97M-V/def2-TZVPD", "elements": ["C", "N", "O", "O", "H", "H", "H", "C", "N", "O", "O", "H", "H", "H", "C", "N", "O", "O", "H", "H", "H", "C", "N", "O", "O", "H", "H", "H", "C", "C", "O", "S", "O", "O", "O", "H", "H", "H", "H", "C", "O", "N", "C", "C", "H", "H", "H", "H", "H", "H", "H", "C", "O", "N", "C", "C", "H", "H", "H", "H", "H", "H", "H", "C", "O", "N", "C", "C", "H", "H", "H", "H", "H", "H", "H"], "positions_angstrom": [[-2.866, -4.173, 5.842], [-4.092, -3.539, 6.407], [-4.985, -3.343, 5.619], [-4.091, -3.351, 7.581], [-2.037, -4.028, 6.535], [-2.579, -3.811, 4.855], [-3.196, -5.212, 5.878], [3.363, 3.380, 0.605], [4.784, 3.358, 0.212], [4.943, 3.341, -0.991], [5.613, 3.444, 1.086], [3.248, 3.737, 1.628], [2.826, 2.459, 0.379], [2.862, 4.090, -0.053], [-2.418, 1.549, 8.852], [-2.205, 2.498, 7.757], [-2.276, 3.693, 7.936], [-1.809, 1.932, 6.711], [-2.569, 0.492, 8.635], [-3.243, 1.821, 9.510], [-1.511, 1.492, 9.454], [-1.846, -4.102, -3.562], [-1.980, -5.566, -3.336], [-0.978, -6.171, -3.634], [-3.006, -6.036, -2.785], [-0.831, -3.745, -3.387], [-2.562, -3.557, -2.947], [-2.267, -4.034, -4.565], [-1.335, -0.217, 1.706], [-2.860, -0.134, 1.643], [-3.161, 0.512, 0.438], [-1.813, 0.750, -0.611], [-1.344, 2.123, -0.581], [-1.944, 0.098, -1.901], [-0.921, -0.242, 0.391], [-1.111, -1.151, 2.221], [-0.923, 0.594, 2.306], [-3.259, 0.393, 2.510], [-3.448, -1.041, 1.508], [2.224, 9.129, -2.051], [2.166, 9.584, -0.958], [1.248, 8.231, -2.457], [1.461, 7.437, -3.703], [-0.080, 8.083, -1.858], [3.061, 9.178, -2.765], [1.855, 6.426, -3.597], [2.245, 7.919, -4.286], [0.578, 7.300, -4.327], [-0.187, 8.527, -0.868], [-0.893, 8.385, -2.517], [-0.268, 7.024, -1.683], [0.812, -5.829, 0.539], [-0.240, -5.318, 0.888], [1.102, -7.162, 0.746], [2.496, -7.638, 0.411], [0.026, -8.116, 1.064], [1.652, -5.304, 0.058], [2.955, -7.976, 1.340], [3.137, -6.960, -0.152], [2.417, -8.552, -0.177], [-0.200, -8.660, 0.147], [0.212, -8.798, 1.894], [-0.851, -7.524, 1.324], [0.971, -0.236, -6.006], [1.425, -1.325, -6.157], [1.642, 0.863, -5.588], [0.977, 2.057, -5.242], [3.119, 0.962, -5.599], [-0.122, -0.132, -6.092], [1.170, 2.924, -5.874], [1.254, 2.359, -4.232], [-0.100, 1.890, -5.232], [3.458, 1.244, -4.602], [3.621, 0.041, -5.896], [3.483, 1.666, -6.347]], "forces_ev_per_angstrom": [[0.34, -0.42, 0.54], [1.18, -0.11, -1.91], [-0.67, 0.32, 0.04], [-0.51, 0.50, 1.74], [-0.26, -0.01, 0.03], [-0.62, -0.13, 0.07], [0.56, -0.16, -0.52], [-1.38, 0.72, 0.18], [-1.17, 0.33, -0.11], [0.98, -0.26, -0.04], [0.43, -0.21, -0.31], [0.19, -0.46, -0.07], [0.63, -0.31, 0.33], [0.30, 0.19, 0.01], [-0.40, -0.85, 2.20], [1.33, -1.43, -1.97], [-0.28, -0.79, 0.02], [-0.79, 1.39, 1.24], [-0.14, 0.41, -1.26], [0.14, 0.57, -0.22], [0.12, 0.67, -0.04], [-1.76, 0.32, -0.09], [-0.63, -0.17, 2.33], [-0.31, -0.93, -0.16], [2.07, 0.97, -1.57], [-0.18, -0.43, -0.45], [0.13, -0.30, 0.26], [0.72, 0.55, -0.29], [-1.33, -0.61, 1.54], [-0.43, -0.28, 0.06], [0.94, 2.33, -3.20], [-0.25, -1.02, 1.71], [-0.85, -1.94, 0.31], [-0.18, 0.84, 2.35], [0.79, 0.80, -2.50], [0.52, -0.09, -0.40], [0.12, 0.26, -0.34], [-0.02, 0.35, -0.21], [0.72, -0.66, 0.66], [-1.51, -2.73, -0.61], [0.57, 1.90, 1.57], [-0.13, -0.72, -2.10], [0.51, 0.61, 0.25], [0.35, -0.74, 0.48], [0.03, 0.35, 0.02], [-0.08, -0.18, 0.88], [-0.19, 0.27, -0.18], [-0.22, 0.57, 0.18], [0.36, 0.43, -0.31], [0.19, 0.47, -0.14], [0.13, -0.24, -0.03], [-0.60, -1.35, 0.94], [0.53, 0.22, -0.52], [1.42, 0.79, -0.68], [-1.66, -1.11, 0.60], [0.13, 0.77, -0.48], [-0.12, 0.20, 0.08], [0.34, 0.37, 0.03], [-0.45, 0.39, 0.32], [-0.13, 0.01, -0.28], [-0.07, -0.33, 0.12], [0.48, 0.09, -0.09], [0.10, 0.00, -0.06], [-0.93, 0.71, 0.93], [1.31, -1.76, -0.68], [1.61, -0.15, -0.93], [-1.02, 0.88, 0.67], [-0.32, -0.59, -0.09], [-0.09, 0.72, 0.02], [0.23, -0.12, -0.39], [0.02, 0.03, 0.19], [-0.02, 0.01, -0.03], [0.10, 0.10, -0.07], [-0.56, -0.32, 0.31], [-0.35, 0.49, 0.13]], "homo_energy_ev": -9.277, "smiles": "C[N+](=O)[O-].C[N+](=O)[O-].C[N+](=O)[O-].C[N+](=O)[O-].O=S1(=O)OCCO1.CN(C)C=O.CN(C)C=O.CN(C)C=O", "orbital_gap_ha": 0.332}

# 3
{"formula": "C15H38FN3O12S4", "method": "ωB97M-V/def2-TZVPD", "elements": ["C", "C", "C", "N", "N", "C", "C", "C", "N", "O", "S", "O", "O", "F", "H", "H", "H", "H", "H", "H", "H", "H", "H", "H", "H", "H", "H", "H", "O", "S", "O", "O", "C", "C", "C", "H", "H", "H", "H", "H", "H", "H", "H", "O", "S", "O", "O", "C", "C", "C", "H", "H", "H", "H", "H", "H", "H", "H", "O", "S", "O", "O", "C", "C", "C", "H", "H", "H", "H", "H", "H", "H", "H"], "positions_angstrom": [[4.220, 2.567, -1.795], [2.789, 2.017, -1.660], [2.499, 0.881, -2.646], [2.797, -0.454, -2.070], [3.911, -1.064, -2.780], [3.512, -1.608, -4.089], [4.264, -0.928, -5.259], [4.901, -1.935, -6.190], [6.033, -2.645, -5.704], [4.466, -2.138, -7.285], [4.917, -2.003, -1.892], [5.050, -3.286, -2.489], [6.067, -1.264, -1.505], [4.058, -2.178, -0.601], [4.611, 2.880, -0.828], [4.881, 1.805, -2.214], [4.239, 3.432, -2.458], [2.590, 1.707, -0.634], [2.086, 2.820, -1.889], [1.446, 0.907, -2.928], [3.101, 1.035, -3.541], [3.106, -0.283, -1.121], [3.602, -2.691, -4.127], [2.449, -1.389, -4.183], [5.041, -0.299, -4.824], [3.589, -0.294, -5.828], [6.885, -2.194, -6.024], [6.049, -2.625, -4.688], [2.710, 2.778, 1.529], [2.271, 3.640, 2.587], [2.593, 5.032, 2.539], [2.757, 3.029, 3.968], [4.163, 2.719, 4.108], [5.024, 3.949, 4.304], [0.547, 3.436, 2.831], [4.486, 2.134, 3.245], [4.211, 2.074, 4.982], [5.032, 4.578, 3.415], [6.049, 3.646, 4.519], [4.650, 4.550, 5.133], [0.324, 2.373, 2.879], [0.050, 3.886, 1.974], [0.256, 3.946, 3.745], [-2.187, -0.217, 2.421], [-2.388, 0.215, 1.068], [-1.758, 1.420, 0.619], [-3.938, 0.277, 0.779], [-4.776, 1.053, 1.667], [-4.685, 2.548, 1.440], [-2.006, -1.093, -0.042], [-4.537, 0.794, 2.700], [-5.781, 0.693, 1.466], [-3.700, 2.936, 1.699], [-5.426, 3.054, 2.058], [-4.871, 2.788, 0.393], [-2.505, -1.998, 0.295], [-0.925, -1.216, -0.022], [-2.336, -0.809, -1.037], [-6.954, -1.477, 1.780], [-6.288, -2.746, 1.826], [-5.490, -3.171, 0.718], [-7.354, -3.864, 2.176], [-8.539, -3.949, 1.347], [-8.268, -4.573, -0.006], [-5.333, -2.861, 3.297], [-8.978, -2.955, 1.254], [-9.227, -4.564, 1.923], [-7.625, -3.942, -0.617], [-9.211, -4.716, -0.535], [-7.776, -5.538, 0.108], [-5.945, -2.557, 4.141], [-4.486, -2.187, 3.174], [-4.987, -3.885, 3.408]], "forces_ev_per_angstrom": [[-0.18, -0.19, 0.15], [0.13, 0.27, -0.54], [-0.02, 0.27, 0.34], [0.06, 0.29, -0.18], [-0.07, -0.46, -0.02], [-0.41, 0.31, -0.29], [-0.06, -0.11, 0.47], [0.13, -0.03, 0.25], [-0.15, 0.33, 0.48], [-0.05, 0.07, -0.73], [0.25, 0.43, -0.29], [0.13, 0.04, 0.00], [-0.24, -0.12, 0.18], [0.00, -0.18, 0.27], [0.05, 0.02, -0.01], [0.13, 0.02, 0.12], [0.04, -0.05, -0.06], [-0.11, -0.06, -0.01], [-0.05, 0.02, 0.23], [0.01, -0.17, -0.05], [-0.09, -0.07, -0.10], [0.09, -0.16, 0.03], [0.12, -0.04, 0.14], [0.01, -0.06, 0.08], [0.06, 0.03, -0.05], [-0.01, -0.06, -0.10], [0.02, -0.33, -0.27], [0.15, 0.00, -0.03], [0.16, 0.03, -0.12], [-0.17, -0.10, 0.17], [0.04, 0.04, -0.10], [-0.06, 0.06, 0.06], [0.37, -0.11, 0.03], [-0.12, 0.11, -0.08], [-0.10, -0.05, 0.03], [-0.08, 0.04, -0.05], [-0.13, 0.00, 0.02], [0.00, -0.02, -0.01], [-0.01, -0.04, 0.03], [0.03, -0.03, 0.04], [-0.03, 0.00, 0.00], [0.04, -0.02, -0.04], [0.04, 0.01, 0.01], [0.07, 0.07, 0.14], [-0.15, -0.18, -0.20], [0.10, 0.06, 0.12], [-0.01, 0.06, -0.14], [-0.39, 0.21, 0.35], [0.29, -0.04, -0.15], [0.04, -0.05, 0.00], [0.11, -0.05, -0.03], [0.05, -0.10, -0.08], [0.00, -0.01, 0.02], [-0.05, -0.05, -0.01], [-0.07, 0.01, 0.01], [-0.05, 0.01, -0.01], [0.01, 0.02, 0.02], [-0.01, 0.01, 0.00], [-0.01, 0.08, -0.17], [0.06, -0.14, 0.30], [0.03, 0.11, -0.12], [0.08, -0.06, 0.01], [-0.34, -0.01, -0.21], [0.19, 0.05, 0.00], [0.02, 0.02, 0.03], [0.10, 0.04, 0.03], [0.08, -0.01, 0.10], [-0.02, 0.02, 0.00], [-0.03, -0.01, 0.04], [-0.05, -0.03, 0.01], [-0.01, -0.01, 0.00], [0.00, 0.02, -0.03], [0.00, -0.01, -0.01]], "homo_energy_ev": -9.200, "smiles": "CCCNN(CCC(N)=O)S(=O)(=O)F.CCOS(C)(=O)=O.CCOS(C)(=O)=O.CCOS(C)(=O)=O", "orbital_gap_ha": 0.355}

Calculated electronic energy in order - -35507.108, -68118.498, -91267.360 eV